(1)
One molecule with the formula C6H8N2OS3 in a non-equilibrium geometry, computed with ωB97M-V with the def2-TZVPD basis set.

XYZ file:
```
20
Properties=species:S:1:pos:R:3:mulliken_charge:R:1
S 2.979 0.544 0.283 -0.328
S 0.326 0.722 1.539 0.087
S 2.765 -2.350 -0.088 -0.176
O -0.466 -2.339 -2.071 -0.479
N 0.928 -0.823 -0.883 0.761
N -0.068 0.054 -1.070 -1.179
C 0.638 -2.087 -1.428 0.060
C -0.899 1.495 2.738 -0.894
C -1.434 1.945 -0.631 -0.942
C 1.457 -3.023 -0.968 -0.106
C -0.397 0.937 -0.137 0.327
C 2.123 -0.747 -0.210 0.423
H -0.929 -1.590 -2.499 0.356
H -2.433 1.426 -0.507 0.250
H -1.733 0.824 2.879 0.291
H -1.273 2.205 -1.675 0.349
H 1.303 -4.172 -1.181 0.290
H -1.455 2.912 -0.001 0.284
H -0.318 1.573 3.592 0.363
H -1.112 2.494 2.319 0.263
```

## Properties
Energy relative to the best compared isomer or geometry (same formula, charge and spin) (kcal/mol): 64.38
Spin multiplicity: 1
HOMO level (eV): -7.4
Gap between HOMO and LUMO (eV): 7.792

***

(2)
A 2-piece molecular cluster, C6H8N3O2 overall in a non-equilibrium geometry, computed with ωB97M-V with the def2-TZVPD basis set.

XYZ file:
```
19
Properties=species:S:1:pos:R:3:mulliken_charge:R:1
O -0.574 3.026 0.585 -0.728
O -2.633 -1.124 1.053 -0.441
N -2.664 -0.240 0.200 0.007
N 0.686 0.294 2.146 -0.428
N 0.412 1.463 2.063 -0.442
C 0.276 -0.440 0.948 0.692
C -0.380 0.651 0.103 0.069
C -0.032 0.287 -1.386 -0.848
C 1.432 -0.387 -1.285 -0.776
C -0.227 1.856 0.705 0.246
C 1.358 -1.209 0.049 -0.745
H 2.113 0.417 -1.173 0.356
H -3.237 0.577 0.454 0.163
H 0.966 -2.246 -0.144 0.287
H -0.643 -1.194 1.125 0.160
H 2.431 -1.253 0.474 0.311
H -0.097 1.006 -2.219 0.354
H 1.641 -1.049 -2.107 0.414
H -0.830 -0.436 -1.588 0.348
```

## Properties
Energy relative to the best compared isomer or geometry (same formula, charge and spin) (kcal/mol): 80.46
Spin multiplicity: 1
HOMO level (spin up / spin down) (eV): -3.3 / -3.3
Total charge: -1
Gap between HOMO and LUMO (spin up / spin down) (eV): 7.096 / 7.097

***

(3)
An isolated ion of composition C6H8N3O2S and charge -1 in a non-equilibrium geometry, computed with ωB97M-V with the def2-TZVPD basis set.

XYZ file:
```
20
Properties=species:S:1:pos:R:3:mulliken_charge:R:1
S -1.674 -0.121 -2.129 -0.254
O 2.604 -1.770 1.712 -0.787
O 3.127 1.156 0.298 -0.740
N 1.874 0.921 0.204 0.212
N -0.767 -1.450 0.813 -1.194
N 0.357 -2.020 1.336 0.233
C -0.273 -0.279 0.158 1.668
C -1.917 1.269 -0.969 -0.526
C 1.172 -0.142 0.530 -0.156
C 1.540 -1.352 1.244 0.125
C -0.082 -0.504 -1.338 -0.871
C -1.229 0.915 0.348 -1.409
H 0.173 -1.538 -1.562 0.419
H 1.319 1.690 -0.213 0.221
H -2.991 1.416 -0.855 0.402
H -1.967 0.602 1.086 0.440
H 0.659 0.165 -1.787 0.365
H -1.484 2.160 -1.431 0.323
H -0.693 1.782 0.741 0.305
H 0.253 -2.900 1.814 0.225
```

## Properties
Energy relative to the best compared isomer or geometry (same formula, charge and spin) (kcal/mol): 41.76
Spin multiplicity: 1
HOMO level (spin up / spin down) (eV): -2.7 / -1.9
Total charge: -1
Gap between HOMO and LUMO (spin up / spin down) (eV): 5.788 / 4.968

***

(4)
One molecule with the formula C6H8N3O3PS in a non-equilibrium geometry, computed with ωB97M-V with the def2-TZVPD basis set.

XYZ file:
```
22
Properties=species:S:1:pos:R:3:mulliken_charge:R:1
S 0.629 0.554 -1.219 -0.148
P -1.572 0.265 -0.322 1.071
O -2.233 0.634 -1.777 -0.376
O -1.587 1.264 0.715 -0.569
O -1.603 -1.131 0.003 -0.587
N 1.050 1.208 1.447 0.730
N 1.119 -0.865 1.018 0.165
N 1.246 0.582 2.626 -0.994
C 0.959 0.353 0.375 0.078
C 1.365 -2.083 0.267 -0.985
C 1.267 -0.677 2.352 0.016
C 1.107 2.520 1.167 -0.031
C -2.336 -0.387 -2.729 -0.713
C 1.151 3.693 0.950 -0.443
H 2.201 -2.748 0.642 0.333
H 1.411 -1.415 3.174 0.393
H -3.241 -0.398 -3.150 0.276
H 1.076 4.644 0.500 0.450
H 0.359 -2.734 0.332 0.298
H -1.667 -0.097 -3.454 0.239
H -2.166 -1.243 -2.154 0.417
H 1.466 -1.936 -0.762 0.380
```

## Properties
Spin multiplicity: 3
HOMO level (spin up / spin down) (eV): -5.5 / -9.1
<S²>: 2.01
Gap between HOMO and LUMO (spin up / spin down) (eV): 5.802 / 4.855

***

(5)
One molecule with the formula C6H8N4 in a non-equilibrium geometry, computed with ωB97M-V with the def2-TZVPD basis set.

XYZ file:
```
18
Properties=species:S:1:pos:R:3:mulliken_charge:R:1
N -2.175 -2.291 -0.620 -0.645
N -0.154 2.636 -0.131 -0.507
N 0.510 0.541 0.130 0.072
N -1.245 1.906 0.108 -0.350
C 0.856 1.867 -0.074 -0.103
C -0.897 0.675 0.322 0.638
C -1.776 -0.353 0.745 -1.128
C 1.138 -0.665 0.061 0.132
C 2.559 -0.685 -0.338 -1.036
C -2.471 -1.150 -0.462 0.074
H -2.694 0.143 1.193 0.269
H 3.178 -0.662 0.481 0.318
H -3.204 -0.473 -0.960 0.343
H 2.841 -1.666 -0.830 0.307
H 2.798 0.333 -0.824 0.246
H 1.734 2.270 -0.349 0.450
H 0.323 -1.375 0.154 0.425
H -1.320 -1.050 1.396 0.496
```

## Properties
Energy relative to the best compared isomer or geometry (same formula, charge and spin) (kcal/mol): 159.58
Spin multiplicity: 1
HOMO level (spin up / spin down) (eV): -6.8 / -6.0
Gap between HOMO and LUMO (spin up / spin down) (eV): 4.677 / 3.170

***

(6)
One molecule with the formula C6H8N4S in a non-equilibrium geometry, computed with ωB97M-V with the def2-TZVPD basis set.

XYZ file:
```
19
Properties=species:S:1:pos:R:3:mulliken_charge:R:1
S -0.209 -1.268 -1.255 0.031
N 2.899 -0.906 1.151 -0.610
N 1.227 -0.867 -0.252 -0.083
N -1.363 -0.983 -0.108 -0.291
N 2.741 0.365 0.742 -0.285
C -3.543 -0.711 0.866 -0.935
C 2.281 2.646 -0.763 -0.815
C 1.785 0.432 -0.078 0.750
C 1.383 1.639 -0.737 -0.186
C -2.594 -1.070 -0.250 0.143
C 2.036 -1.653 0.536 0.003
H 3.301 2.422 -0.448 0.275
H 0.300 1.817 -1.065 0.206
H -4.184 -1.370 1.461 0.300
H -2.898 -0.138 1.498 0.281
H -3.108 -1.260 -1.287 0.244
H 1.908 -2.730 0.796 0.367
H -4.139 0.059 0.398 0.268
H 2.175 3.576 -1.206 0.337
```

## Properties
Energy relative to the best compared isomer or geometry (same formula, charge and spin) (kcal/mol): 46.05
Spin multiplicity: 1
HOMO level (eV): -9.0
Gap between HOMO and LUMO (eV): 9.362

***

(7)
One molecule with the formula C6H8N4S4 in a non-equilibrium geometry, computed with ωB97M-V with the def2-TZVPD basis set.

XYZ file:
```
22
Properties=species:S:1:pos:R:3:mulliken_charge:R:1
S -1.491 -0.074 -2.133 -0.205
S 3.191 -0.037 -0.494 -0.196
S 0.294 2.314 -0.549 -0.129
S 1.573 -0.108 2.301 -0.139
N -4.206 0.145 0.044 -0.403
N -0.813 -0.216 0.520 -0.282
N 0.049 -0.981 0.056 0.041
N 0.490 -3.687 2.006 -0.438
C -3.098 0.282 -0.036 -0.095
C -1.418 1.919 -0.166 -1.022
C 0.826 -2.635 1.637 -0.065
C 1.095 -1.354 0.960 0.638
C -1.690 0.457 -0.372 0.709
C 2.323 -1.607 0.123 -0.934
H 2.497 0.228 -1.757 0.164
H 1.894 -2.290 -0.709 0.360
H -2.347 0.692 -2.743 0.180
H -2.152 2.343 -0.746 0.611
H 3.034 -2.196 0.576 0.469
H -0.020 3.665 -0.870 0.158
H -1.686 2.112 0.837 0.432
H 1.657 1.028 1.513 0.145
```

## Properties
Energy relative to the best compared isomer or geometry (same formula, charge and spin) (kcal/mol): 0.00
Spin multiplicity: 1
HOMO level (eV): -9.6
Gap between HOMO and LUMO (eV): 8.679

***

(8)
One molecule with the formula C6H8N6 in a non-equilibrium geometry, computed with ωB97M-V with the def2-TZVPD basis set.

XYZ file:
```
20
Properties=species:S:1:pos:R:3:mulliken_charge:R:1
N 2.258 -1.536 -0.039 0.243
N 3.568 -1.291 0.112 -0.656
N -0.777 -0.819 -0.494 -0.268
N 2.326 1.950 0.018 -0.593
N -0.004 1.345 -0.265 -0.523
N 3.787 -0.024 0.190 -0.384
C -2.789 -0.078 0.828 -1.021
C -2.170 -0.391 -0.536 -0.507
C 0.252 0.053 -0.264 -0.247
C 1.032 2.209 -0.146 -0.297
C 2.565 0.624 0.037 1.032
C 1.593 -0.353 -0.100 0.811
H 0.783 3.260 -0.218 0.392
H 1.951 -2.472 -0.192 0.144
H -2.247 0.722 1.338 0.294
H -3.806 0.235 0.687 0.348
H -2.191 0.469 -1.204 0.326
H -2.797 -0.944 1.490 0.290
H -0.617 -1.782 -0.183 0.269
H -2.718 -1.178 -1.062 0.346
```

## Properties
Energy relative to the best compared isomer or geometry (same formula, charge and spin) (kcal/mol): 0.00
Spin multiplicity: 1
HOMO level (eV): -9.0
Gap between HOMO and LUMO (eV): 9.392